(1)
Molecular formula: C53H49N5O5P2Ti
Method: DFT, ωB97M-V with the def2-TZVPD basis set

Calculated values
Lowest unoccupied orbital energy (alpha / beta) = -0.3 / -0.4 eV
Highest occupied orbital energy (alpha / beta) = -6.23 / -7.50 eV
Spin multiplicity = 3
HOMO-LUMO gap (alpha / beta) = 5.95 / 7.13 eV

Each line ends with the Löwdin spin population.
Geometry (Å):
Ti: -3.31588 -1.65080 0.37495  0.97
N: -4.49285 -1.22016 2.33318  0.01
C: -3.54493 -0.70652 3.32636  0.00
C: -2.25824 -1.56053 3.26838  0.00
O: -1.55740 -1.53020 4.27145  0.00
N: -1.99345 -1.96226 1.99763  0.00
C: -0.79798 -2.72088 1.74603  0.00
C: -0.58295 -2.83897 0.24772  0.00
O: 0.38565 -3.35681 -0.19442  0.01
O: -1.65773 -2.39022 -0.37973  0.01
H: -5.13646 -0.46823 2.14530  0.00
H: -5.00195 -1.95479 2.81891  0.00
H: -4.00084 -0.63468 4.31452  0.00
H: -3.26231 0.23961 2.92636  0.00
H: -0.90840 -3.77040 2.00716  0.00
H: 0.09488 -2.27364 2.23580  0.00
C: -5.94188 -5.07702 -0.61125  0.00
O: -6.43940 -3.87056 -1.22948  0.05
C: -5.67143 -2.81879 -0.93528  0.13
N: -4.70837 -3.14182 -0.06610  0.06
C: -4.58124 -4.57078 0.10261  0.01
C: -4.27623 -5.12910 1.41966  0.00
C: -5.24838 -5.12905 2.49863  0.00
C: -4.88824 -5.64433 3.71177  0.00
C: -3.61746 -6.14893 3.93595  0.00
C: -2.71662 -6.07166 2.97012  0.00
C: -3.01000 -5.51567 1.69861  0.00
C: -5.88662 -1.52965 -1.47339  0.15
C: -6.92751 -1.09318 -2.23819  0.01
C: -7.08679 0.24408 -2.31734  0.12
C: -6.04812 1.06846 -1.79686  0.04
C: -4.92980 0.64595 -1.19239  0.07
N: -4.90456 -0.71788 -0.93842  0.26
C: -3.77304 1.36522 -0.65152  0.03
N: -2.88831 0.81638 0.06036  0.01
C: -1.82574 1.79262 0.26029  0.00
C: -2.58322 3.11811 0.02336  0.00
O: -3.61254 2.76324 -0.94858  0.01
C: -1.14582 1.76219 1.53345  0.00
C: -1.49833 2.50968 2.65410  0.00
C: -0.76600 2.45479 3.88940  0.00
C: 0.24612 1.50489 3.96316  0.00
C: 0.62521 0.74858 2.85033  0.00
C: -0.02967 0.87292 1.65446  0.00
H: -5.91940 -5.80681 -1.42458  0.00
H: -6.75356 -5.35847 0.01709  0.00
H: -3.79018 -4.87132 -0.56992  0.00
H: -6.26779 -4.78546 2.31393  0.00
H: -5.57772 -5.49017 4.52284  0.00
H: -3.48469 -6.49480 4.95495  0.00
H: -1.66503 -6.31767 3.20190  0.00
H: -2.21696 -5.54518 0.92565  0.00
H: -7.67187 -1.85802 -2.50093  0.00
H: -7.95579 0.53511 -2.87861  0.01
H: -6.10154 2.16773 -1.99010  0.00
H: -1.02434 1.67367 -0.41167  0.00
H: -1.91082 3.88363 -0.38652  0.00
H: -3.06457 3.40598 0.94692  0.00
H: -2.36414 3.18053 2.54328  0.00
H: -0.93628 3.12278 4.76730  0.00
H: 0.90505 1.34843 4.85104  0.00
H: 1.39404 -0.10713 2.92292  0.00
H: 0.22158 0.36026 0.80031  0.00
C: 3.10100 0.84997 -2.86411  0.00
C: 4.59881 1.17496 -2.55580  0.00
P: 5.11785 0.73583 -0.79885  0.00
C: 6.05865 2.32016 -0.34984  0.00
C: 6.93990 2.87928 -1.22942  0.00
C: 7.95446 3.81212 -0.77442  0.00
C: 7.93265 4.16497 0.52573  0.00
C: 7.02464 3.60766 1.39656  0.00
C: 6.07077 2.71917 0.99591  0.00
C: 6.62730 -0.27503 -1.22056  0.00
C: 6.61349 -1.18870 -2.27330  0.00
C: 7.59299 -2.14234 -2.42341  0.00
C: 8.66339 -2.19210 -1.59986  0.00
C: 8.78502 -1.19231 -0.63524  0.00
C: 7.79212 -0.24083 -0.44558  0.00
P: 2.13279 1.28858 -1.46167  0.00
C: 0.41626 1.04023 -2.14412  0.00
C: -0.26475 2.09455 -2.64956  0.00
C: -1.60387 1.87691 -3.11295  0.00
C: -2.13530 0.59079 -3.05210  0.00
C: -1.34738 -0.48523 -2.54951  0.00
C: -0.13193 -0.24121 -2.00952  0.00
C: 2.13481 3.05906 -1.26787  0.00
C: 2.64492 4.00115 -2.21706  0.00
C: 2.51290 5.38990 -1.98239  0.00
C: 1.92582 5.85384 -0.83786  0.00
C: 1.47871 4.93498 0.15216  0.00
C: 1.52570 3.55074 -0.09969  0.00
H: 3.01656 -0.19323 -2.97104  0.00
H: 2.76727 1.28472 -3.79215  0.00
H: 4.77477 2.20019 -2.76725  0.00
H: 5.24676 0.63489 -3.29699  0.00
H: 7.05546 2.43464 -2.21086  0.00
H: 8.72601 4.26971 -1.41898  0.00
H: 8.63943 4.84464 0.97293  0.00
H: 7.04799 4.00925 2.40162  0.00
H: 5.42264 2.26082 1.71409  0.00
H: 5.75370 -1.17815 -3.00839  0.00
H: 7.52566 -2.78115 -3.28725  0.00
H: 9.42714 -2.97909 -1.69714  0.00
H: 9.59896 -1.12036 0.09416  0.00
H: 7.77643 0.48939 0.36376  0.00
H: 0.16788 3.10259 -2.73478  0.00
H: -2.23304 2.66873 -3.43652  0.00
H: -3.14237 0.46052 -3.43267  0.00
H: -1.74255 -1.48197 -2.53192  0.00
H: 0.41366 -1.08751 -1.52443  0.00
H: 3.00928 3.61047 -3.17056  0.00
H: 2.86567 6.03298 -2.75873  0.00
H: 1.90457 6.91046 -0.63729  0.00
H: 0.98885 5.25072 1.06271  0.00
H: 1.17631 2.91735 0.67913  0.00


(2)
Molecular formula: C5H12NO2
Method: DFT, ωB97M-V with the def2-TZVPD basis set

Calculated values
Lowest unoccupied orbital energy = -3.1 eV
Highest occupied orbital energy = -14.04 eV
Net charge = +1
HOMO-LUMO gap = 10.90 eV

Each line ends with the natural charge from an NBO analysis.
Geometry (Å):
O: -0.40385 0.84598 2.68364  -0.50
C: 0.67051 0.86890 2.21353  0.44
C: 0.85363 -0.08915 0.92000  -0.15
N: -0.49737 -0.18874 0.27095  -0.52
C: -0.13927 -0.43849 -1.23472  -0.21
C: 1.07755 0.42733 -1.48963  -0.47
C: 1.74842 0.54092 -0.15343  -0.43
H: 1.56053 1.41367 2.71684  0.17
H: 1.01251 -0.91912 1.52450  0.25
H: -1.24168 -0.83079 0.56613  0.48
H: -0.93835 0.69920 0.38248  0.43
H: 0.06313 -1.46393 -1.47037  0.24
H: -0.99971 -0.10846 -1.86959  0.26
H: 1.14834 1.37791 -1.97726  0.26
H: 1.80063 -0.08808 -2.10504  0.25
H: 2.00209 1.63373 0.13256  0.23
H: 2.79721 0.11607 -0.05736  0.26
H: -3.50792 -2.01259 -0.49228  0.49
H: -3.88053 -0.67737 -0.09957  0.49
O: -3.12590 -1.10699 -0.46138  -0.97


(3)
Molecular formula: C3H5N3
Method: DFT, ωB97M-V with the def2-TZVPD basis set

Calculated values
Lowest unoccupied orbital energy = 0.7 eV
Highest occupied orbital energy = -9.86 eV
SMILES = Cn1cnnc1
HOMO-LUMO gap = 10.52 eV

Each line ends with the natural charge from an NBO analysis.
Geometry (Å):
C: 0.01942 -1.42310 -0.23750  -0.40
N: 0.01552 0.00420 0.01192  -0.37
C: -0.58181 0.68454 1.03047  0.14
N: -0.40851 1.97107 0.89783  -0.28
N: 0.32505 2.16530 -0.24437  -0.28
C: 0.56480 0.98810 -0.75438  0.14
H: -0.58695 -1.66295 -1.11536  0.21
H: -0.39817 -1.93714 0.63061  0.22
H: 1.04143 -1.77704 -0.39529  0.21
H: -1.11633 0.19604 1.83460  0.20
H: 1.12556 0.79098 -1.65853  0.20


(4)
Molecular formula: C27H28N2SiTb
Method: DFT, ωB97M-V with the def2-TZVPD basis set

Calculated values
Lowest unoccupied orbital energy (alpha / beta) = -3.9 / -3.9 eV
Highest occupied orbital energy (alpha / beta) = -11.05 / -11.07 eV
Net charge = +1
Spin multiplicity = 7
HOMO-LUMO gap (alpha / beta) = 7.13 / 7.16 eV

Each line ends with the Löwdin spin population.
Geometry (Å):
C: -1.45960 -0.63007 1.44325  -0.01
C: -0.43507 0.00194 2.22069  -0.01
C: -1.01872 1.11875 2.90511  -0.01
H: 0.57799 -0.36320 2.35479  0.00
C: -2.40932 1.17441 2.55333  -0.01
C: -2.68341 0.08466 1.65954  -0.01
H: -3.66852 -0.19868 1.27955  0.00
H: -1.35062 -1.55810 0.87732  0.00
H: -0.50912 1.76743 3.61565  0.00
H: -3.14914 1.87254 2.95083  0.00
Tb: -1.13931 1.68403 0.41372  6.11
C: 0.39365 3.05607 -0.50173  -0.01
H: 0.16337 4.12057 -0.66263  0.00
H: 0.55724 2.63454 -1.51364  0.00
H: 1.36452 2.96861 -0.01018  0.00
Si: 3.42567 -0.20832 -0.34896  0.00
C: 3.04239 -2.00431 -0.63329  0.00
C: 2.27737 -2.85132 0.18964  0.00
H: 1.77989 -2.47125 1.08828  0.00
C: 2.16276 -4.21771 -0.13215  0.00
H: 1.61925 -4.88746 0.53655  0.00
C: 2.78627 -4.74504 -1.27267  0.00
H: 2.73223 -5.80846 -1.49455  0.00
C: 3.47911 -3.87294 -2.13107  0.00
H: 3.95469 -4.26541 -3.02622  0.00
C: 3.60209 -2.52590 -1.81119  0.00
H: 4.14844 -1.84299 -2.46527  0.00
C: 3.49040 0.19575 1.46281  0.00
C: 4.32410 -0.65623 2.20468  0.00
H: 4.86002 -1.47143 1.70649  0.00
C: 4.49538 -0.49273 3.57453  0.00
H: 5.16268 -1.16390 4.11205  0.00
C: 3.81198 0.51869 4.25498  0.00
H: 3.94641 0.64107 5.32491  0.00
C: 2.97248 1.36879 3.53613  0.00
H: 2.42941 2.15465 4.07084  0.00
C: 2.82262 1.22908 2.15141  0.00
H: 2.18952 1.92498 1.59947  0.00
H: 2.23152 0.44590 -0.95740  0.00
H: 4.53893 0.29453 -1.06339  0.00
N: -2.99627 2.98308 -0.34858  -0.02
C: -3.77344 2.10725 -1.20052  0.00
C: -5.14779 2.22047 -1.22941  0.00
C: -5.88207 1.41103 -2.11795  0.00
C: -5.23512 0.49840 -2.94306  0.00
C: -3.82956 0.27370 -2.85158  0.00
C: -3.14855 -0.73790 -3.55622  0.00
C: -1.83953 -1.04256 -3.23442  0.00
C: -1.20264 -0.33768 -2.20829  0.00
N: -1.80112 0.71127 -1.58684  -0.02
C: -3.09724 1.06385 -1.91970  0.00
H: -2.41126 3.66641 -0.84818  0.00
H: -3.55610 3.48652 0.34063  0.00
H: -5.64020 2.95118 -0.58045  0.00
H: -6.96891 1.52447 -2.16096  0.00
H: -5.80285 -0.09760 -3.66323  0.00
H: -3.69499 -1.27759 -4.32552  0.00
H: -1.30149 -1.83542 -3.74860  0.00
H: -0.19044 -0.59043 -1.87933  0.00


(5)
Molecular formula: C3H10OS
Method: DFT, ωB97M-V with the def2-TZVPD basis set

Calculated values
Lowest unoccupied orbital energy = 0.7 eV
Highest occupied orbital energy = -9.08 eV
SMILES = CCO.CS
HOMO-LUMO gap = 9.80 eV

Each line ends with the natural charge from an NBO analysis.
Geometry (Å):
C: -1.64251 -1.40890 0.88233  -0.64
C: -0.87397 -0.71900 2.03059  -0.04
O: 0.50343 -0.63365 1.36384  -0.83
H: -1.19914 -2.34904 0.66846  0.22
H: -2.78477 -1.31496 0.99399  0.21
H: -1.35355 -0.79183 0.04377  0.23
H: -0.84238 -1.14263 3.04271  0.18
H: -1.14322 0.33298 2.22496  0.17
H: 1.10561 0.17768 1.08950  0.50
C: 1.76867 1.62359 -1.95389  -0.72
S: 0.91286 -0.02312 -2.27452  -0.06
H: 2.39792 1.98539 -2.81213  0.22
H: 1.03580 2.36047 -1.58285  0.22
H: 2.41177 1.43966 -1.08064  0.21
H: -0.29653 0.46335 -2.63614  0.12


What did we get for energy above the lowest of the compared OMol25 structures with the same formula, charge and spin? Answer: 2.897; 1.809; 0.802; 0.000; 1.844 eV, in the order shown.
What did we get for strongest force on any atom? Answer: 4.22; 4.03; 0.23; 2.24; 3.88 eV/A, in the order shown.
What did we get for E? Answer: -115137.6773; -10956.8100; -7661.6537; -61740.0494; -16154.0215 eV, in the order shown.